DFT (the ωB97M-V functional and the def2-TZVPD basis) results for a 14-piece molecular cluster, C16H60N10O14 overall in a non-equilibrium geometry.

As for the energy above the lowest of the compared OMol25 structures with the same formula, charge and spin: 147.18 kcal/mol. The lowest unoccupied orbital energy comes out at -0.4 eV. The value obtained for the largest force on an atom is 8.22 eV/A. The value obtained for the HOMO-LUMO gap is 7.3 eV. The charge is 0.

Geometry as XYZ:
```
100
C16H60N10O14 the ωB97M-V functional and the def2-TZVPD basis
C 3.92397 2.17004 0.26599
C 4.57510 1.80527 1.55137
O 4.69373 0.41359 1.48865
H 4.59549 2.12291 -0.59784
H 3.53131 3.16530 0.25905
H 3.05879 1.60074 -0.04476
H 3.87678 2.22755 2.33176
H 5.54309 2.28280 1.56614
H 5.21138 0.04440 2.22560
C -1.93081 3.05955 0.15896
C -2.61172 4.14080 -0.63431
O -3.72337 3.54498 -1.22026
H -1.04684 3.32673 0.71282
H -1.63176 2.19424 -0.42343
H -2.63860 2.71948 0.89637
H -1.97190 4.56462 -1.42629
H -2.90605 4.96779 0.01997
H -4.43628 3.54651 -0.56019
C -1.26726 -4.28862 -1.46062
O -0.48146 -4.46231 -0.35035
N -1.04415 -5.00854 -2.59741
N -2.19239 -3.42717 -1.61707
H -0.27174 -5.69352 -2.50675
H -1.63736 -5.09596 -3.38770
H -2.45572 -2.93572 -0.81237
H -2.87928 -3.24789 -2.39893
C -0.01063 -4.08869 3.56046
O 0.20113 -4.47298 4.84605
N 0.22836 -4.91177 2.52172
N -0.31444 -2.84787 3.23134
H 0.55979 -5.91800 2.61589
H -0.15970 -4.72846 1.62026
H -0.59526 -2.15495 3.95834
H -0.35232 -2.46187 2.27734
C 1.13425 3.38493 2.71372
O 1.16184 2.30397 1.84519
N 0.62134 4.51769 2.40526
N 1.42843 3.35583 3.99275
H 0.53195 4.61393 1.36231
H 0.75821 5.37367 2.95296
H 1.54597 2.41843 4.43277
H 1.65456 4.18085 4.58441
C 2.59654 -2.19301 1.42040
O 3.47179 -2.44399 2.42222
N 1.63642 -3.00991 1.13752
N 2.58042 -1.07805 0.70077
H 1.39205 -3.74504 1.75579
H 1.04967 -2.81230 0.41156
H 3.30019 -0.35554 0.95256
H 1.74923 -0.72420 0.14243
C -0.50001 -0.75562 -0.43851
O -0.91284 -1.57165 0.62714
N -0.70451 -1.08872 -1.66016
N 0.27294 0.28900 -0.21747
H -1.16963 -1.99340 -1.84614
H -0.55148 -0.51163 -2.46461
H 0.36737 0.67372 0.76490
H 0.73181 0.92246 -0.94880
C -2.90862 0.38661 -3.01446
O -1.85560 0.42920 -3.96650
H -3.84930 0.65670 -3.38517
H -2.62691 0.95150 -2.13298
H -3.05993 -0.66540 -2.66441
H -2.19906 0.12065 -4.82137
C -1.82004 0.63278 2.74690
O -2.07786 1.29813 3.90827
H -2.04756 -0.43125 2.85844
H -0.77750 0.62853 2.57538
H -2.35661 0.98814 1.85569
H -2.03712 2.25521 3.72915
C 0.32193 2.76445 -2.69749
O 1.12090 2.55959 -1.53528
H 0.67322 1.96650 -3.34325
H 0.53976 3.71904 -3.13875
H -0.70977 2.67170 -2.48850
H 0.85734 3.20751 -0.86053
C 3.05128 -0.02636 -3.05867
O 3.90941 -0.02552 -4.19013
H 2.95825 -0.99956 -2.55454
H 2.02011 0.18374 -3.33447
H 3.29288 0.76379 -2.35855
H 3.66909 0.72608 -4.77619
C -0.98741 -2.54701 -5.21431
O -0.05481 -2.79627 -4.17734
H -1.10064 -3.31116 -5.97868
H -0.63632 -1.68169 -5.89315
H -1.98175 -2.25801 -4.81693
H -0.36922 -3.45234 -3.52729
C -4.02872 -0.20850 0.12340
O -5.18520 0.60740 0.22870
H -4.11934 -0.96898 -0.64128
H -3.81000 -0.81041 1.03331
H -3.18217 0.45605 -0.13540
H -5.42808 0.80283 -0.70447
C 1.83263 -0.23395 3.75840
O 1.13366 0.69312 4.58633
H 2.35558 -0.98743 4.32999
H 2.51489 0.22394 3.11226
H 1.13481 -0.75803 3.10963
H 0.23741 0.56429 4.33540
```


DFT (the ωB97M-V functional and the def2-TZVPD basis) results for a 14-piece molecular cluster, C16H60N8O14 overall in a non-equilibrium geometry.

As for the energy above the lowest of the compared OMol25 structures with the same formula, charge and spin: 263.78 kcal/mol. The lowest unoccupied orbital energy comes out at 0.0 eV. The value obtained for the largest force on an atom is 9.59 eV/A. The value obtained for the HOMO-LUMO gap is 9.3 eV. The charge is 0.

Geometry as XYZ:
```
98
C16H60N8O14 the ωB97M-V functional and the def2-TZVPD basis
C -0.93343 2.36507 4.22233
C -0.33288 2.02384 5.58716
O 0.86928 1.42793 5.36788
H -1.16127 1.49076 3.69288
H -0.28556 2.96734 3.51028
H -1.75864 2.98163 4.33281
H -0.92635 1.27485 6.07041
H -0.19670 2.93507 6.23277
H 1.13558 0.79670 6.07590
C -1.22936 -3.24891 -2.31953
C -2.39244 -3.37966 -3.32115
O -2.64218 -4.71101 -3.76983
H -1.03735 -2.19669 -1.91924
H -0.30905 -3.47933 -2.68639
H -1.25435 -3.87717 -1.38937
H -2.06579 -2.74262 -4.17824
H -3.21591 -2.86521 -2.86609
H -2.76523 -4.59666 -4.72728
C -2.06453 2.49412 -1.61783
O -1.46757 3.45639 -0.84944
N -2.00123 2.46039 -2.91954
N -2.70408 1.46046 -1.15990
H -1.71294 3.21668 -3.55853
H -2.29274 1.64359 -3.43205
H -2.73287 1.33775 -0.13457
H -3.42807 0.93334 -1.66158
C 1.98636 -2.21737 -3.07521
O 2.04405 -3.64150 -2.99280
N 2.51800 -1.56325 -4.06577
N 1.55964 -1.42131 -2.18300
H 2.86237 -2.13607 -4.85500
H 2.46935 -0.51009 -4.27118
H 1.20578 -1.95659 -1.38842
H 1.93104 -0.50282 -2.17491
C -0.93838 -0.06549 -4.38997
O -1.82160 0.73502 -5.15503
N 0.06829 -0.50208 -5.05384
N -0.83542 -0.13952 -3.09650
H 0.23601 -0.32006 -6.08872
H 0.70611 -1.05457 -4.54653
H -1.57844 0.26953 -2.46909
H -0.09081 -0.66941 -2.65803
C 2.54839 -0.55033 3.28510
O 2.24129 -1.63514 2.50194
N 3.44826 -0.52504 4.22163
N 2.02576 0.60517 3.15321
H 3.93684 -1.39737 4.54717
H 3.90393 0.34302 4.44728
H 1.34634 0.72793 2.43370
H 1.73726 1.18646 3.99894
C 1.43092 -3.88608 0.17979
O 0.66657 -2.75879 0.42940
H 1.03381 -4.40693 -0.67013
H 1.54142 -4.54926 1.10065
H 2.35638 -3.46053 -0.07734
H 1.13327 -2.22210 1.07615
C 0.31243 0.59290 0.05934
O -0.13854 0.88812 1.34641
H 0.39487 1.52223 -0.52092
H -0.36310 -0.22306 -0.42673
H 1.34342 0.29643 0.25865
H -0.93466 1.40718 1.39942
C -0.83664 -1.70589 4.18710
O -1.23826 -1.42506 2.90275
H -0.55284 -0.81877 4.69168
H 0.06381 -2.32640 4.19627
H -1.61455 -2.22267 4.73034
H -0.67926 -0.72854 2.50369
C -3.66352 2.45158 1.79647
O -2.87963 1.25809 1.68569
H -3.75352 2.90850 0.84428
H -3.05020 3.21401 2.34171
H -4.66783 2.29086 2.19623
H -3.04280 0.68749 2.47646
C 1.51715 3.75626 0.80923
O 1.21370 4.65679 -0.26808
H 2.13840 2.91777 0.46669
H 0.55692 3.34552 1.12308
H 2.01007 4.23905 1.66462
H 0.49008 5.23602 -0.13767
C 1.68027 2.31438 -2.75613
O 0.55221 2.80773 -3.53352
H 1.73005 1.17062 -2.79806
H 1.55825 2.60668 -1.72610
H 2.56321 2.74948 -3.23189
H -0.18489 2.18011 -3.35474
C 4.16561 -0.45225 0.33236
O 3.89906 0.48752 -0.63809
H 3.41573 -1.16921 0.53452
H 4.28647 -0.04730 1.31408
H 5.04023 -0.88530 0.09627
H 4.63459 1.05505 -0.60331
C -3.36252 -1.64386 0.01436
O -2.67187 -2.69746 0.53159
H -2.74553 -1.03655 -0.62938
H -3.74310 -1.07262 0.83059
H -4.16799 -1.95400 -0.65955
H -2.04242 -2.57551 1.20491
```


DFT (the ωB97M-V functional and the def2-TZVPD basis) results for a 15-piece molecular cluster, C16H62O23 overall in a non-equilibrium geometry.

As for the energy above the lowest of the compared OMol25 structures with the same formula, charge and spin: 80.42 kcal/mol. The lowest unoccupied orbital energy comes out at -0.4 eV. The value obtained for the largest force on an atom is 3.98 eV/A. The value obtained for the HOMO-LUMO gap is 8.8 eV. The charge is 0.

Geometry as XYZ:
```
101
C16H62O23 the ωB97M-V functional and the def2-TZVPD basis
O -3.38217 -1.72925 -2.52987
H -2.76817 -1.41325 -3.15987
H -3.57417 -1.02925 -1.88087
O 0.76583 -3.51325 0.00613
H 0.28183 -4.30625 -0.02387
H 0.43383 -3.10125 0.79713
O 2.92383 -1.58125 -1.57487
H 3.39983 -1.82825 -0.75487
H 2.07983 -1.20925 -1.39387
O -1.13617 -3.26125 -2.06287
H -1.99817 -2.83025 -2.13587
H -0.93517 -3.26725 -1.13387
O -0.30617 -2.10425 2.23813
H -0.30617 -1.20625 1.89013
H -0.15817 -1.96325 3.18213
O 3.93583 -2.07625 0.86013
H 3.41183 -1.71225 1.61813
H 4.77183 -1.62025 0.98313
O -1.35517 -0.14925 -4.06887
H -1.90217 0.55875 -4.37487
H -0.49317 -0.06925 -4.53887
C -0.18717 3.99275 0.77513
C -0.40317 3.67975 -0.70487
O 0.34283 4.55175 -1.45487
O -0.96417 3.08075 1.50813
H -0.50517 4.98975 0.97413
H 0.88983 3.92275 0.92613
H -1.40217 3.62475 -1.03687
H -0.00417 2.70775 -0.99987
H 1.25083 4.43675 -1.19887
H -1.00417 3.46475 2.39813
C 1.38883 1.96475 -3.89187
C 2.02983 0.68275 -4.48087
O 1.09083 -0.20525 -4.97987
O 2.35783 2.53375 -3.05587
H 0.54583 1.80375 -3.22087
H 0.90983 2.57975 -4.65887
H 2.65183 0.17475 -3.78887
H 2.70383 1.08575 -5.30387
H 1.65083 -0.86625 -5.39087
H 2.68183 1.83675 -2.45587
C -3.38717 -4.16125 0.71113
C -3.55717 -5.13725 -0.39487
O -4.18917 -4.44025 -1.36887
O -2.30617 -3.31725 0.57013
H -3.13417 -4.72825 1.63213
H -4.27317 -3.56425 0.92713
H -4.17417 -5.93725 -0.13687
H -2.61217 -5.57425 -0.79787
H -3.69617 -3.67425 -1.57787
H -2.40117 -2.76525 1.34813
C -3.50217 -0.00125 3.05013
C -2.45317 0.53975 3.97913
O -3.14717 1.54175 4.68813
O -3.08217 -1.04225 2.22613
H -3.84617 0.73975 2.37113
H -4.31917 -0.40525 3.68913
H -1.61117 1.06175 3.56313
H -2.00617 -0.18125 4.60113
H -3.47217 2.18375 4.06713
H -2.72717 -1.74425 2.78513
C 4.22683 1.45075 -0.27387
C 5.74783 1.79975 -0.39987
O 6.08383 2.42275 0.85413
O 3.77583 1.07175 -1.56787
H 3.67983 2.34775 0.02413
H 4.13383 0.66575 0.42613
H 6.06283 2.42675 -1.25487
H 6.37283 0.95875 -0.49387
H 7.01183 2.25975 1.03013
H 4.16383 0.26975 -1.72287
C 3.40883 -0.36025 3.76513
C 2.76983 0.91675 4.29913
O 2.15583 1.56975 3.16813
O 2.56883 -1.06125 2.87013
H 3.61583 -1.06625 4.55113
H 4.35683 -0.10025 3.36613
H 3.47583 1.52575 4.77813
H 1.97283 0.60775 4.95913
H 1.61383 0.90775 2.66313
H 1.83083 -1.40625 3.38313
C -3.89317 1.18375 -0.21487
C -4.06417 1.63375 -1.68787
O -2.80917 1.73575 -2.28187
O -3.30317 -0.13025 -0.35187
H -4.85617 1.14075 0.29713
H -3.23017 1.86875 0.28713
H -4.53617 2.60175 -1.86387
H -4.58317 0.94175 -2.31987
H -2.29017 0.93375 -2.03587
H -3.18017 -0.45525 0.55613
C -0.23017 -0.12025 -0.74787
C 0.84183 0.20975 0.36413
O 0.12983 0.45375 1.55013
O 0.40783 -0.35725 -1.94487
H -0.92717 0.67075 -0.89987
H -0.84417 -0.96225 -0.50887
H 1.28883 1.24075 0.17013
H 1.65983 -0.55125 0.45313
H -0.17317 1.34375 1.55113
H -0.25317 -0.61225 -2.62887
```


DFT (the ωB97M-V functional and the def2-TZVPD basis) results for C16H6BiCl8F9N2O2Si as an isolated structure.

As for the energy above the lowest of the compared OMol25 structures with the same formula, charge and spin: 0.00 kcal/mol. The lowest unoccupied orbital energy comes out at -0.4 eV. The value obtained for the largest force on an atom is 0.15 eV/A. The value obtained for the HOMO-LUMO gap is 8.9 eV. The charge is 0.

Geometry as XYZ:
```
45
C16H6BiCl8F9N2O2Si the ωB97M-V functional and the def2-TZVPD basis
Bi -0.51751 1.76878 -2.53691
Cl 1.78179 0.40592 -0.94300
C 2.05611 2.12675 -0.82971
C 1.16972 2.96502 -1.48558
C 1.40439 4.33157 -1.39639
Cl 0.39182 5.43616 -2.24585
C 2.46510 4.83544 -0.64300
Cl 2.72170 6.52980 -0.52597
C 3.32539 3.96098 0.02121
Cl 4.62803 4.57162 0.95646
C 3.12915 2.58716 -0.07856
Cl 4.17690 1.48906 0.72538
F 0.82512 2.30378 2.22316
C -0.07804 1.69191 2.98845
F -0.97266 2.60090 3.37804
F 0.53551 1.22819 4.08167
C -0.75266 0.52736 2.19251
O -0.90896 0.85399 0.86095
C -2.12501 0.17083 2.83232
F -2.58117 -0.97985 2.32892
F -3.01965 1.12110 2.55514
F -2.03840 0.05281 4.15733
C 0.18872 -0.72175 2.21626
F 0.11728 -1.37197 3.37919
F 1.45699 -0.35211 2.01870
F -0.14314 -1.57099 1.24435
Cl -1.80248 3.73627 0.54724
Si -1.73643 1.83624 -0.18352
Cl -3.65994 1.15436 -0.38389
Cl -2.24678 3.45912 -3.15628
N 0.45403 -6.12661 -1.18212
C -0.72534 -5.46050 -1.11872
O -1.75360 -5.98140 -0.74058
C -0.70298 -4.01092 -1.53807
C 0.29868 -3.43476 -2.30878
C 0.20321 -2.09067 -2.62677
N -0.79683 -1.31047 -2.22103
C -1.76168 -1.87397 -1.49375
C -1.76181 -3.21211 -1.13742
H 0.46220 -7.08616 -0.88255
H 1.32385 -5.67560 -1.39133
H 1.13592 -4.00225 -2.69295
H 0.96688 -1.61754 -3.23513
H -2.57070 -1.22564 -1.17817
H -2.56275 -3.63986 -0.55126
```


Which of these has the highest largest force on an atom? C16H60N8O14


Among the records above, which one has the lowest largest force on an atom? C16H6BiCl8F9N2O2Si


Among the records above, which one has the lowest HOMO-LUMO gap? C16H60N10O14